Entry 1:
This record from OMol25 describes a molecular structure, C66H45Cl4N5O2Ru. The level of theory is the ωB97M-V functional and the def2-TZVPD basis.

Geometry (Å):
Ru: -1.5409 0.8384 0.6788
Cl: 3.4414 4.7663 7.2342
C: 2.3021 4.3034 6.0049
C: 1.3113 5.1915 5.6231
C: 0.4056 4.8193 4.6429
C: 0.4752 3.5630 4.0570
C: 1.4840 2.6884 4.4614
C: 2.4052 3.0499 5.4224
C: -0.4451 3.0400 3.0281
C: -0.2268 3.3820 1.6838
C: 0.5169 4.5013 1.2370
C: 0.5136 4.4559 -0.1381
C: -0.1949 3.2834 -0.5096
C: -0.2047 2.7549 -1.8113
C: 0.8103 3.3502 -2.7144
C: 0.5526 4.2474 -3.7387
C: 1.5908 4.7646 -4.4992
C: 2.8898 4.3706 -4.2335
Cl: 4.1932 5.0215 -5.1840
C: 3.1736 3.4753 -3.2147
C: 2.1313 2.9812 -2.4585
C: -0.7046 1.4888 -2.1769
N: -1.2080 0.5548 -1.3102
C: -1.3130 -0.6205 -2.0106
C: -1.7264 -1.8509 -1.4485
C: -1.4994 -3.1087 -2.1589
C: -0.8018 -4.1377 -1.5117
C: -0.4950 -5.3168 -2.1559
C: -0.9043 -5.4976 -3.4678
Cl: -0.4832 -6.9593 -4.3027
C: -1.6511 -4.5269 -4.1123
C: -1.9426 -3.3450 -3.4611
C: -2.3317 -1.9724 -0.1749
C: -3.0591 -3.1093 0.2490
C: -3.5254 -2.8374 1.5172
C: -3.0667 -1.5436 1.8510
N: -2.3809 -1.0086 0.7904
C: -3.1597 -0.9654 3.1298
C: -2.6234 0.2799 3.4856
C: -2.6068 0.7849 4.8115
C: -1.7873 1.8852 4.8022
C: -1.3434 2.0507 3.4662
N: -1.9022 1.0976 2.6662
C: -3.5120 -1.8525 4.2630
C: -2.4602 -2.4668 4.9414
C: -2.6918 -3.2923 6.0231
C: -3.9940 -3.4912 6.4494
Cl: -4.2958 -4.5171 7.8169
C: -5.0532 -2.8781 5.8051
C: -4.8081 -2.0616 4.7132
C: -0.9036 -0.4129 -3.3486
C: -0.5463 0.9125 -3.4564
N: -0.6875 2.6696 0.6067
H: 1.2519 6.1636 6.0907
H: -0.3708 5.5064 4.3445
H: 1.5449 1.7165 3.9968
H: 3.1940 2.3729 5.7166
H: 0.9734 5.2388 1.8715
H: 0.9687 5.1534 -0.8173
H: -0.4628 4.5503 -3.9369
H: 1.3966 5.4795 -5.2850
H: 4.1960 3.1897 -3.0123
H: 2.3170 2.2991 -1.6452
H: -0.4893 -3.9972 -0.4884
H: 0.0508 -6.0958 -1.6456
H: -1.9987 -4.7016 -5.1180
H: -2.5531 -2.6050 -3.9532
H: -3.2378 -3.9936 -0.3336
H: -4.1387 -3.4608 2.1408
H: -3.1454 0.3743 5.6457
H: -1.5465 2.5261 5.6298
H: -1.4512 -2.2999 4.5961
H: -1.8734 -3.7685 6.5401
H: -6.0576 -3.0314 6.1674
H: -5.6339 -1.5868 4.2050
H: -0.8573 -1.1498 -4.1279
H: -0.1957 1.4195 -4.3355
C: 4.0890 -4.7157 -4.2115
C: 4.1528 -3.2558 -3.8768
C: 4.7437 -2.3826 -4.7791
C: 4.7417 -1.0187 -4.5471
C: 4.1709 -0.5285 -3.3925
C: 3.6341 -1.3930 -2.4399
N: 3.1029 -0.8296 -1.2824
C: 3.3676 -1.1846 0.0082
C: 4.5172 -1.9046 0.3635
C: 4.7734 -2.2131 1.6832
C: 3.8874 -1.8376 2.6834
C: 2.7562 -1.1145 2.3532
C: 2.4950 -0.7713 1.0365
C: 1.2848 0.0403 0.6993
O: 1.3210 0.8055 -0.2749
O: 0.2854 -0.1158 1.4557
C: 3.5981 -2.7726 -2.6904
C: 2.9407 -3.7063 -1.7198
H: 4.5983 -4.9155 -5.1506
H: 3.0545 -5.0389 -4.3202
H: 4.5448 -5.3147 -3.4266
H: 5.1862 -2.7824 -5.6806
H: 5.1856 -0.3429 -5.2640
H: 4.1336 0.5315 -3.1944
H: 2.4391 -0.0551 -1.3637
H: 5.2270 -2.1770 -0.4050
H: 5.6797 -2.7437 1.9475
H: 4.0895 -2.0929 3.7132
H: 2.0519 -0.8068 3.1136
H: 2.2462 -3.1626 -1.0857
H: 3.6803 -4.1843 -1.0747
H: 2.3898 -4.4852 -2.2423
C: -3.4861 1.7289 0.3500
C: -3.6240 2.1644 -1.0523
C: -3.2655 3.4598 -1.4388
C: -3.3284 3.8581 -2.7603
C: -3.8132 2.9890 -3.7235
C: -4.1995 1.7080 -3.3574
C: -4.0927 1.2948 -2.0447
H: -4.2390 0.9742 0.6150
H: -3.5879 2.5848 1.0313
H: -2.9218 4.1537 -0.6844
H: -2.9952 4.8482 -3.0443
H: -3.8727 3.3013 -4.7567
H: -4.5916 1.0270 -4.1018
H: -4.3479 0.2777 -1.7758

Summary:
- Orbital gap (spin up / spin down): 0.2016 / 0.1915 hartree
- DFT total energy: -4902.21525 Ha
- Charge: -1
- <S²>: 0.769
- 2S+1: 2

Entry 2:
This record from OMol25 describes 11 unconnected molecules or ions with the total composition C66H55F11. The level of theory is the ωB97M-V functional and the def2-TZVPD basis.

Geometry (Å):
F: 10.2057 18.0345 20.6288
C: 11.4044 17.5203 20.4219
C: 11.6107 16.7085 19.3085
C: 12.8089 16.1598 18.9994
C: 13.9146 16.4892 19.7916
C: 13.6926 17.2922 20.9106
C: 12.4417 17.8056 21.2511
H: 10.7107 16.4769 18.7920
H: 12.9630 15.6133 18.1229
H: 14.8973 16.0571 19.5848
H: 14.5372 17.4434 21.5893
H: 12.3128 18.4310 22.0949
F: 6.6204 18.6820 12.3067
C: 7.0739 19.8369 11.7000
C: 8.2420 20.4821 12.1424
C: 8.7150 21.6068 11.4326
C: 7.9586 22.1456 10.4240
C: 6.7321 21.5710 10.1353
C: 6.3492 20.3159 10.6339
H: 8.8745 20.0542 12.8984
H: 9.6602 22.0746 11.7591
H: 8.2687 23.0066 9.9018
H: 6.1700 22.0855 9.3808
H: 5.4259 19.9439 10.3046
F: 12.3569 25.2489 15.4355
C: 11.9646 24.0451 14.9815
C: 10.7057 23.4695 15.2782
C: 10.4779 22.2015 14.8588
C: 11.4045 21.4479 14.1520
C: 12.5967 22.0728 13.9056
C: 12.9405 23.3712 14.2921
H: 9.9934 24.0453 15.8405
H: 9.5204 21.7311 15.0587
H: 11.2463 20.4626 13.9005
H: 13.3919 21.5003 13.3681
H: 13.8535 23.9291 14.1240
F: 6.1064 18.5549 20.7696
C: 5.9775 17.8414 21.9348
C: 6.2377 16.4945 21.8709
C: 6.0844 15.7244 23.0375
C: 5.6771 16.3366 24.2359
C: 5.3899 17.7549 24.1992
C: 5.5294 18.5264 23.0342
H: 6.4830 16.0194 20.9300
H: 6.4314 14.6793 23.0511
H: 5.5173 15.8597 25.1819
H: 5.0337 18.2317 25.0998
H: 5.2396 19.5599 22.9537
F: 11.1087 10.8291 13.3833
C: 11.4259 12.0836 13.7708
C: 10.5073 13.0672 13.5676
C: 10.7619 14.3727 13.9742
C: 11.9733 14.6512 14.5722
C: 12.9019 13.6267 14.7932
C: 12.6075 12.2995 14.4827
H: 9.6277 12.7304 13.0448
H: 10.0032 15.0834 13.7071
H: 12.2257 15.6947 14.8016
H: 13.8764 13.8591 15.2883
H: 13.3778 11.4929 14.5486
F: 13.3294 10.2134 17.6825
C: 12.2002 10.9193 17.4901
C: 11.1178 10.3149 16.9224
C: 9.9503 11.0194 16.7900
C: 9.8203 12.3480 17.2426
C: 10.9775 12.8795 17.8740
C: 12.1535 12.1561 18.0409
H: 11.2163 9.2762 16.5988
H: 9.0861 10.5430 16.3070
H: 8.9462 12.9483 17.0803
H: 10.9454 13.9357 18.1929
H: 13.0526 12.5101 18.4905
F: 9.6315 19.0407 15.8004
C: 9.1505 17.9935 16.4340
C: 9.5484 16.7527 16.0538
C: 9.1945 15.6268 16.7567
C: 8.2741 15.7528 17.8070
C: 7.8819 17.0116 18.1528
C: 8.2747 18.1478 17.4949
H: 10.2671 16.7200 15.2446
H: 9.5941 14.6855 16.4357
H: 7.9996 14.9545 18.5003
H: 7.2648 17.1962 19.0413
H: 7.9213 19.1298 17.7989
F: 11.6861 18.0014 13.3547
C: 12.8574 18.2560 14.0113
C: 12.9026 18.5360 15.3645
C: 14.1560 18.7704 15.8957
C: 15.3352 18.6375 15.1850
C: 15.2639 18.4533 13.7856
C: 14.0020 18.2788 13.2501
H: 11.9604 18.5487 15.8556
H: 14.2786 19.0020 16.9339
H: 16.2680 18.8712 15.6315
H: 16.1463 18.4924 13.1827
H: 13.9208 18.1319 12.1963
F: 10.9797 20.6024 18.1895
C: 10.0415 21.4007 18.7311
C: 10.1701 22.7273 18.5459
C: 9.2947 23.5673 19.2301
C: 8.3396 23.0638 20.0658
C: 8.2071 21.6602 20.2598
C: 9.0389 20.8292 19.5691
H: 10.9379 23.1263 17.9258
H: 9.4306 24.6298 18.9600
H: 7.5770 23.7513 20.4562
H: 7.4244 21.1926 20.8547
H: 8.9884 19.7457 19.6828
F: 6.0216 22.9520 13.0166
C: 6.2807 22.5857 14.2911
C: 6.7941 23.5157 15.1522
C: 7.1428 23.1056 16.4223
C: 6.8964 21.7848 16.8413
C: 6.3391 20.8973 15.9169
C: 6.0393 21.2713 14.6334
H: 6.9386 24.5884 14.9348
H: 7.6818 23.8401 17.0057
H: 7.1809 21.3984 17.7959
H: 6.1462 19.8834 16.3000
H: 5.6225 20.5949 13.9602
F: 7.8716 13.3843 20.8264
C: 9.2132 13.1341 21.0764
C: 9.7041 11.8367 21.0821
C: 11.0588 11.6627 21.4084
C: 11.8824 12.7327 21.5636
C: 11.3757 14.0697 21.5948
C: 10.0152 14.2789 21.3644
H: 9.0404 10.9860 20.9514
H: 11.4602 10.6239 21.4634
H: 12.9566 12.4897 21.5886
H: 11.9720 14.8767 21.9261
H: 9.5917 15.3086 21.2417

Summary:
- Orbital gap: 0.3488 hartree
- DFT total energy: -3646.43667 Ha
- SMILES: Fc1ccccc1.Fc1ccccc1.Fc1ccccc1.Fc1ccccc1.Fc1ccccc1.Fc1ccccc1.Fc1ccccc1.Fc1ccccc1.Fc1ccccc1.Fc1ccccc1.Fc1ccccc1
- ΔE to the lowest compared entry with this formula, charge and spin: 193.4 kJ/mol
- Charge: 0